Entry 1:
Here is a molecular structure, C23H45Cl3N2O3PSiSn at a distorted geometry from the Open Molecules 2025 dataset. Energies are from ωB97M-V/def2-TZVPD.

LUMO   0.085 Ha
Electronic energy   -94272.114 eV
Maximum force   3.5 eV Å⁻¹
HOMO   -1.14 eV
Frontier orbital gap   3.44 eV
Energy relative to the best compared isomer or geometry (same formula, charge and spin)   158.5 kJ/mol

ORCA input file:
```
! RIJCOSX wB97M-V def2-TZVPD def2/J DEFGRID3
* xyz -1 1
C -1.488 -2.332 -4.619
C -1.044 -2.853 -3.293
H -1.667 -3.149 -5.332
H -0.700 -1.672 -5.015
H -2.414 -1.743 -4.577
C -0.589 -4.112 -3.177
C -0.506 -5.075 -4.302
H -0.320 -4.511 -2.229
H 0.154 -4.774 -5.113
H -1.504 -5.203 -4.733
H -0.165 -6.055 -3.968
Sn -0.173 2.382 2.430
Cl -2.321 3.284 1.968
Cl 1.158 3.630 0.901
H 1.582 6.559 4.010
H -2.185 7.317 2.837
C 1.093 6.737 3.042
C -1.248 7.159 2.276
N -0.314 6.357 3.064
H 1.617 6.195 2.246
C -0.732 5.236 3.619
O 0.012 4.300 3.980
H -1.467 6.647 1.327
H -1.840 5.194 3.738
H 1.139 7.798 2.788
H -0.777 8.118 2.056
H 2.153 -0.485 -2.077
H 2.529 -3.246 -2.465
C 3.092 -0.653 -1.543
C 3.316 -3.103 -1.724
N 3.041 -1.940 -0.894
H 3.219 0.158 -0.826
C 2.814 -2.026 0.442
O 2.611 -1.061 1.179
H 3.354 -4.002 -1.103
H 2.800 -3.071 0.810
H 3.884 -0.650 -2.292
H 4.266 -2.974 -2.264
O -0.393 -0.644 -2.300
C -1.203 -1.821 -2.145
C 0.112 -3.201 -0.388
C -1.046 -2.504 -0.763
H 0.991 -3.098 -1.018
C 0.107 -4.095 0.685
H -2.249 -1.499 -2.207
C -2.159 -2.606 0.093
H 0.972 -4.740 0.873
C -1.018 -4.240 1.498
C -2.150 -3.475 1.183
H -3.055 -2.053 -0.167
H -1.046 -4.986 2.294
H -3.029 -3.585 1.817
Si -0.660 0.876 -2.918
Cl -0.740 0.445 1.177
C 1.044 1.617 -2.940
C -1.357 2.356 -1.811
C -2.039 0.841 -4.121
H 1.820 0.919 -3.278
H 1.297 1.820 -1.886
H 1.097 2.579 -3.493
H -1.939 0.323 -5.080
H -2.263 1.924 -4.279
H -2.901 0.331 -3.638
H -1.880 2.002 -0.910
H -2.080 2.981 -2.388
H -0.602 3.080 -1.458
C -0.171 -1.300 3.317
P 0.225 0.375 3.946
C -0.880 0.674 5.336
C 1.977 0.301 4.314
H -1.053 -1.254 2.671
H -0.431 -1.989 4.126
H 0.635 -1.702 2.681
H -1.110 -0.329 5.724
H -0.375 1.294 6.088
H -1.805 1.167 4.990
H 2.064 -0.319 5.220
H 2.534 -0.152 3.475
H 2.376 1.307 4.514
*
```

Entry 2:
Here is a molecular structure, C39H37FN6NaO5 from the Open Molecules 2025 dataset. Energies are from ωB97M-V/def2-TZVPD.

LUMO   -0.116 Ha
Electronic energy   -67352.153 eV
Maximum force   0.8 eV Å⁻¹
HOMO   -9.54 eV
Frontier orbital gap   6.39 eV
Energy relative to the best compared isomer or geometry (same formula, charge and spin)   1.0 kJ/mol

ORCA input file:
```
! RIJCOSX wB97M-V def2-TZVPD def2/J DEFGRID3
* xyz 1 1
Na -0.371 2.410 0.687
C 4.602 1.157 2.053
O 3.947 2.088 2.944
C 2.717 2.278 2.419
N 2.357 1.584 1.423
C 3.464 0.666 1.133
C 3.829 0.586 -0.328
C 4.917 -0.194 -0.711
C 5.276 -0.301 -2.044
C 4.543 0.367 -3.016
C 3.454 1.139 -2.642
C 3.098 1.250 -1.304
C 1.862 3.286 3.087
C 2.060 3.678 4.405
C 1.147 4.559 4.965
C 0.089 5.023 4.197
C 0.008 4.589 2.881
N 0.872 3.743 2.335
C -1.064 5.053 1.964
N -1.192 4.674 0.765
C -2.399 5.311 0.232
C -2.883 6.208 1.399
O -1.946 5.931 2.474
C -2.145 6.077 -1.043
C -3.211 6.735 -1.654
C -3.020 7.463 -2.816
C -1.757 7.541 -3.388
C -0.695 6.886 -2.788
C -0.887 6.157 -1.620
H 5.049 0.376 2.663
H 5.380 1.696 1.510
H 3.137 -0.333 1.448
H 5.497 -0.723 0.038
H 6.130 -0.902 -2.328
H 4.822 0.287 -4.058
H 2.876 1.662 -3.392
H 2.244 1.843 -1.013
H 2.897 3.290 4.968
H 1.255 4.876 5.994
H -0.651 5.705 4.587
H -3.105 4.499 0.033
H -3.877 5.959 1.762
H -2.818 7.272 1.171
H -4.203 6.670 -1.222
H -3.859 7.968 -3.278
H -1.604 8.109 -4.296
H 0.293 6.940 -3.227
H -0.053 5.651 -1.152
C -4.759 -3.680 -0.948
C -4.178 -3.341 0.414
N -3.034 -2.434 0.334
C -3.247 -1.091 0.515
C -2.303 -0.136 0.392
C -2.558 1.343 0.684
O -2.135 1.718 1.805
O -2.991 2.034 -0.246
C -0.965 -0.504 -0.001
O -0.053 0.308 -0.180
C -0.739 -1.948 -0.162
C 0.550 -2.378 -0.497
C 0.784 -3.709 -0.667
F 2.040 -4.154 -0.938
C -0.238 -4.659 -0.550
C -1.507 -4.243 -0.219
C -1.781 -2.878 -0.007
N 0.002 -6.060 -0.742
C 0.491 -6.753 0.435
C 0.270 -8.243 0.266
N 0.955 -8.696 -1.000
C 0.488 -7.913 -2.205
C 0.735 -6.444 -1.933
H -5.611 -4.349 -0.835
H -4.026 -4.165 -1.593
H -5.098 -2.777 -1.455
H -3.880 -4.237 0.963
H -4.926 -2.848 1.032
H -4.264 -0.837 0.786
H 1.337 -1.643 -0.608
H -2.282 -4.993 -0.163
H -0.062 -6.419 1.312
H 1.559 -6.553 0.627
H -0.785 -8.476 0.137
H 0.685 -8.826 1.087
H 0.802 -9.695 -1.145
H 1.965 -8.564 -0.896
H -0.572 -8.134 -2.319
H 1.045 -8.282 -3.064
H 0.383 -5.864 -2.785
H 1.818 -6.267 -1.852
*
```

Entry 3:
Here is C4H6N2O2 in the gas phase at a distorted geometry from the Open Molecules 2025 dataset. Energies are from ωB97M-V/def2-TZVPD.

Structure (SMILES)   [H]/N=C1/C(=O)CCN1O
LUMO   0.009 Ha
Electronic energy   -11317.883 eV
Maximum force   2.3 eV Å⁻¹
HOMO   -9.40 eV
Frontier orbital gap   9.63 eV
Energy relative to the best compared isomer or geometry (same formula, charge and spin)   304.8 kJ/mol

ORCA input file:
```
! RIJCOSX wB97M-V def2-TZVPD def2/J DEFGRID3
* xyz 0 1
C 0.454 -1.181 0.011
C -1.063 -1.135 -0.012
C -1.500 0.320 -0.075
C -0.143 1.134 -0.190
H 2.233 0.902 0.722
H 0.992 -1.296 0.977
H 0.828 -1.904 -0.729
H -1.555 -1.532 0.856
H -1.417 -1.579 -0.933
H 0.835 2.716 -0.102
N 0.824 0.163 -0.373
N -0.077 2.379 0.031
O 2.209 0.323 -0.097
O -2.623 0.690 -0.086
*
```

Entry 4:
Here is 4 unconnected molecules or ions with the total composition C20H32F9NO10 at a distorted geometry from the Open Molecules 2025 dataset. Energies are from ωB97M-V/def2-TZVPD.

Structure (SMILES)   CCCOCOC(=O)NC[C@H](C)O.CCOC(=O)C(F)(F)F.CCOC(=O)C(F)(F)F.CCOC(=O)C(F)(F)F
LUMO   0.016 Ha
Electronic energy   -67676.301 eV
Maximum force   8.9 eV Å⁻¹
HOMO   -10.02 eV
Frontier orbital gap   10.44 eV
Energy relative to the best compared isomer or geometry (same formula, charge and spin)   138.5 kJ/mol

ORCA input file:
```
! RIJCOSX wB97M-V def2-TZVPD def2/J DEFGRID3
* xyz 0 1
C -0.875 1.772 0.354
C 0.535 2.595 0.172
C 1.749 1.477 0.125
O 2.689 1.673 1.268
C 3.732 0.606 1.120
O 3.737 -0.298 2.281
C 4.287 -1.641 1.903
O 5.152 -1.786 0.861
N 3.764 -2.807 2.725
C 4.818 -3.859 2.984
C 3.983 -5.297 3.158
C 4.952 -6.450 3.807
O 3.609 -5.726 1.781
H -1.687 2.526 0.781
H -1.232 1.457 -0.739
H -0.795 0.820 1.032
H 0.507 3.146 -0.876
H 0.734 3.390 1.027
H 1.247 0.414 0.301
H 2.269 1.578 -0.925
H 3.510 0.090 0.090
H 4.791 1.136 1.038
H 3.321 -2.476 3.629
H 5.567 -4.044 2.102
H 5.447 -3.695 3.965
H 3.040 -5.025 3.804
H 4.455 -7.488 3.577
H 6.058 -6.427 3.363
H 4.990 -6.273 4.979
H 4.358 -6.309 1.403
C 1.503 -6.175 -0.069
C 0.514 -5.546 -1.032
O 0.383 -6.350 -2.215
C -0.480 -7.412 -2.131
O -1.116 -7.699 -1.121
C -0.561 -8.146 -3.470
F 0.663 -8.336 -4.043
F -1.306 -7.461 -4.385
F -1.125 -9.382 -3.368
H 2.464 -6.352 -0.566
H 1.666 -5.527 0.796
H 1.146 -7.146 0.286
H 0.884 -4.568 -1.353
H -0.461 -5.381 -0.559
C -4.613 4.351 -4.985
C -4.656 4.395 -3.469
O -4.475 3.079 -2.922
C -3.178 2.647 -2.805
O -2.203 3.312 -3.142
C -3.131 1.260 -2.164
F -4.063 0.408 -2.680
F -3.362 1.308 -0.821
F -1.927 0.642 -2.322
H -5.345 3.632 -5.370
H -4.830 5.336 -5.407
H -3.631 4.029 -5.343
H -5.640 4.743 -3.139
H -3.915 5.094 -3.064
C -1.503 7.657 3.002
C -2.493 8.286 2.039
O -2.623 7.482 0.856
C -3.486 6.420 0.940
O -4.123 6.133 1.951
C -3.567 5.686 -0.399
F -2.344 5.496 -0.971
F -4.312 6.371 -1.313
F -4.132 4.450 -0.296
H -0.543 7.480 2.506
H -1.340 8.305 3.868
H -1.861 6.686 3.357
H -2.122 9.264 1.719
H -3.468 8.451 2.512
*
```

Entry 5:
Here is a molecular structure, C47H45N7P3Se2Yb at a distorted geometry from the Open Molecules 2025 dataset. Energies are from ωB97M-V/def2-TZVPD.

LUMO (alpha / beta)   -0.189 / -0.286 Ha
Electronic energy   -249975.077 eV
Maximum force   4.4 eV Å⁻¹
HOMO (alpha / beta)   -11.78 / -11.77 eV
Frontier orbital gap (alpha / beta)   6.63 / 3.98 eV
<S²>   0.754
Energy relative to the best compared isomer or geometry (same formula, charge and spin)   136.1 kJ/mol

ORCA input file:
```
! RIJCOSX wB97M-V def2-TZVPD def2/J DEFGRID3
* xyz 2 2
Yb -0.377 -1.256 -1.300
C -4.679 -2.357 -2.037
C -4.988 -1.584 -3.135
C -3.952 -0.898 -3.815
C -2.609 -1.263 -3.527
N -2.332 -2.124 -2.502
C -3.308 -2.678 -1.783
C -1.510 -0.620 -4.238
C -1.711 0.037 -5.472
C -0.636 0.758 -6.014
C 0.556 0.825 -5.316
C 0.701 0.144 -4.107
N -0.333 -0.456 -3.555
H -5.426 -2.819 -1.346
H -6.022 -1.330 -3.415
H -4.197 -0.097 -4.517
H -2.949 -3.300 -0.931
H -2.697 -0.053 -5.902
H -0.711 1.284 -6.960
H 1.333 1.542 -5.649
H 1.673 0.250 -3.585
Se -3.482 3.709 0.296
P -1.627 3.929 1.420
C -0.836 5.503 1.123
C 0.431 5.586 0.490
C 0.976 6.836 0.219
C 0.316 7.982 0.637
C -1.019 7.964 1.081
C -1.575 6.706 1.348
C -2.027 3.951 3.185
C -1.091 3.546 4.161
C -1.374 3.637 5.499
C -2.636 4.145 5.904
C -3.605 4.526 4.953
C -3.182 4.547 3.612
C -0.680 2.583 0.799
C -0.956 1.134 0.883
N -0.542 0.693 -0.321
N -0.081 1.687 -1.115
N -0.180 2.840 -0.499
P -0.917 -0.029 2.187
Se -1.131 -2.105 1.527
C -2.378 0.158 3.227
C -3.491 0.932 2.872
C -4.692 0.899 3.614
C -4.820 -0.027 4.649
C -3.720 -0.840 4.995
C -2.521 -0.742 4.317
C 0.451 0.399 3.287
C 1.768 0.663 2.761
C 2.781 1.072 3.571
C 2.583 1.294 4.926
C 1.316 1.134 5.449
C 0.263 0.738 4.611
H 0.930 4.668 0.176
H 1.931 6.931 -0.250
H 0.826 8.958 0.487
H -1.626 8.861 1.226
H -2.590 6.677 1.792
H -0.060 3.236 3.865
H -0.664 3.290 6.255
H -2.878 4.079 6.997
H -4.580 4.924 5.220
H -3.789 5.062 2.811
H -3.459 1.572 2.011
H -5.538 1.486 3.271
H -5.725 -0.123 5.213
H -3.832 -1.679 5.700
H -1.691 -1.348 4.640
H 1.940 0.467 1.697
H 3.739 1.254 3.166
H 3.410 1.584 5.550
H 1.114 1.254 6.515
H -0.732 0.682 5.063
C 0.956 -5.351 -5.218
P 1.797 -4.575 -3.771
C 1.924 -6.142 -2.747
C 3.542 -4.606 -4.321
C 4.048 -5.630 -5.091
C 5.392 -5.607 -5.452
C 6.257 -4.682 -4.916
C 5.722 -3.606 -4.161
C 4.402 -3.566 -3.908
H 0.851 -4.664 -6.095
H -0.062 -5.660 -4.908
H 1.433 -6.341 -5.440
H 2.407 -6.946 -3.390
H 0.917 -6.525 -2.604
H 2.410 -5.961 -1.798
H 3.372 -6.373 -5.467
H 5.838 -6.369 -6.110
H 7.293 -4.627 -5.162
H 6.295 -2.768 -3.799
H 3.965 -2.745 -3.383
C 2.608 -3.357 1.760
N 3.201 -2.584 0.592
C 4.431 -1.926 0.788
C 2.412 -2.255 -0.427
N 1.864 -2.206 -1.478
H 3.226 -4.263 1.832
H 1.585 -3.629 1.542
H 2.704 -2.692 2.647
H 5.146 -2.630 1.200
H 4.354 -1.010 1.459
H 4.832 -1.592 -0.141
*
```

Entry 6:
Here is a molecular structure, C37H69I2N6O10 at a distorted geometry from the Open Molecules 2025 dataset. Energies are from ωB97M-V/def2-TZVPD.

LUMO   -0.103 Ha
Electronic energy   -85093.224 eV
Maximum force   6.0 eV Å⁻¹
HOMO   -10.75 eV
Frontier orbital gap   7.94 eV

ORCA input file:
```
! RIJCOSX wB97M-V def2-TZVPD def2/J DEFGRID3
* xyz 1 1
C 0.237 1.000 -0.083
C -0.847 -0.064 0.477
O -0.728 -0.415 1.673
N -1.869 -0.533 -0.416
C -1.512 -1.156 -1.682
N -3.172 -0.387 -0.083
N -4.104 -1.300 -0.495
C -5.408 -0.952 -0.077
C -6.752 -1.750 -0.393
C -6.814 -1.901 -2.006
N -6.803 -0.887 -2.819
N -5.373 0.268 0.670
C -3.963 0.574 0.617
N -3.466 1.692 1.181
C -4.342 2.653 1.917
I -4.014 2.961 4.068
C -5.362 3.408 1.314
C -5.713 3.315 -0.219
I -6.557 4.830 2.472
H 0.682 1.636 0.732
H -0.315 1.622 -0.875
H 1.010 0.365 -0.632
H -2.135 -0.721 -2.534
H -1.721 -2.284 -1.625
H -0.407 -1.051 -1.952
H -4.014 -2.157 -1.046
H -7.601 -1.069 -0.049
H -6.781 -2.753 0.145
H -6.821 -2.934 -2.473
H -6.780 -0.019 -2.258
H -2.476 1.973 1.149
H -5.608 4.299 -0.780
H -6.822 3.035 -0.286
H -5.123 2.540 -0.794
C 4.280 0.787 2.437
C 3.097 -0.031 1.999
O 2.643 0.049 0.873
C 2.482 -0.961 3.000
H 4.615 1.412 1.606
H 3.997 1.435 3.269
H 5.099 0.128 2.732
H 2.115 -0.391 3.857
H 3.215 -1.702 3.323
H 1.639 -1.479 2.538
C -4.393 0.904 -5.872
C -4.875 2.196 -5.275
O -4.560 2.520 -4.145
C -5.759 3.065 -6.126
H -3.765 0.384 -5.145
H -5.246 0.269 -6.118
H -3.800 1.105 -6.766
H -6.673 2.526 -6.384
H -5.227 3.362 -7.031
H -6.029 3.964 -5.567
C -1.158 -0.314 6.868
C -0.100 -1.078 6.116
O 1.003 -1.262 6.590
C -0.463 -1.605 4.753
H -0.757 0.005 7.832
H -1.451 0.572 6.300
H -2.025 -0.953 7.043
H -0.724 -0.776 4.092
H -1.300 -2.302 4.833
H 0.393 -2.132 4.331
C 8.264 -2.346 3.481
C 7.819 -0.916 3.625
O 6.681 -0.638 3.959
C 8.834 0.157 3.342
H 7.430 -3.010 3.716
H 8.582 -2.534 2.453
H 9.082 -2.553 4.175
H 9.178 0.080 2.308
H 9.677 0.061 4.029
H 8.375 1.137 3.486
C -3.339 1.191 -10.816
C -3.990 2.265 -9.987
O -4.628 1.992 -8.987
C -3.821 3.689 -10.442
H -3.543 0.216 -10.371
H -3.746 1.205 -11.829
H -2.258 1.345 -10.841
H -4.249 3.815 -11.439
H -2.761 3.953 -10.451
H -4.342 4.355 -9.751
C 7.498 5.570 3.091
C 8.533 4.485 2.945
O 8.749 3.959 1.872
C 9.289 4.079 4.182
H 7.034 5.759 2.122
H 6.725 5.254 3.794
H 7.971 6.491 3.438
H 8.595 3.697 4.933
H 9.842 4.934 4.578
H 10.000 3.291 3.928
C -7.459 -5.223 2.454
C -6.985 -5.880 1.185
O -6.672 -5.221 0.209
C -6.912 -7.382 1.168
H -7.461 -4.139 2.322
H -8.475 -5.549 2.684
H -6.786 -5.474 3.276
H -7.904 -7.804 1.342
H -6.216 -7.729 1.934
H -6.556 -7.717 0.193
C -1.815 4.359 -5.150
C -0.784 3.286 -5.335
O -0.598 2.756 -6.413
C 0.004 2.896 -4.117
H -2.319 4.547 -6.100
H -2.557 4.032 -4.418
H -1.338 5.285 -4.821
H -0.676 2.513 -3.352
H 0.559 3.755 -3.736
H 0.713 2.109 -4.379
C 9.116 -5.834 4.984
C 10.491 -5.219 4.966
O 10.681 -4.080 5.354
C 11.623 -6.068 4.451
H 8.402 -5.109 5.380
H 8.816 -6.104 3.970
H 9.112 -6.716 5.628
H 11.434 -6.348 3.412
H 11.730 -6.961 5.070
H 12.552 -5.497 4.496
*
```

no.,molecular weight (g mol⁻¹)
1,681.754
2,711.750
3,114.104
4,617.455
5,1131.808
6,1011.799